(1)
Density functional theory data (ωB97M-V with the def2-TZVPD basis set) for C34H40ClNO5PRuSi2 as an isolated structure.

Geometry as XYZ:
```
85
Properties=species:S:1:pos:R:3:forces:R:3:mulliken_charge:R:1
H -2.190 -3.439 1.471 0.002 -0.002 0.014 0.3333
H 1.088 2.313 -2.972 0.013 0.008 -0.010 0.6371
C 2.947 -1.258 4.830 0.006 -0.016 0.016 -1.6090
P -0.303 1.150 -0.690 0.133 0.075 -0.017 4.2976
O -1.313 -0.749 2.139 -0.035 0.110 -0.110 -0.6732
C -1.970 -4.404 -3.761 0.067 -0.035 -0.022 -0.6264
C -0.890 -0.205 -4.490 -0.023 0.012 0.002 -0.7412
H 0.987 -4.721 0.722 -0.005 -0.006 0.033 0.5190
C 0.949 -3.680 1.050 0.078 -0.003 -0.016 -1.6523
Si -2.014 -1.811 -0.439 0.117 -0.044 -0.108 1.7217
Ru 0.065 -0.643 0.616 0.069 0.072 0.436 -1.0590
O 2.360 2.376 2.618 0.071 0.030 0.022 -0.4301
C -2.867 -2.805 0.897 -0.006 -0.057 -0.011 -1.4606
H 2.878 -1.714 -0.247 0.010 -0.017 -0.058 0.5040
H 2.138 -1.195 -1.810 0.009 -0.031 0.013 0.4773
H -2.196 0.571 -6.007 0.002 -0.004 0.002 0.4037
N 1.372 0.537 1.863 -0.299 0.213 -0.190 1.3924
H -3.478 -3.250 -2.781 0.008 0.003 -0.002 0.4260
Si 0.595 -2.607 -0.443 -0.148 -0.093 -0.175 1.1940
H -0.529 -1.025 -5.097 -0.004 0.004 -0.004 0.4950
H -4.248 -1.357 -1.194 0.012 -0.007 -0.004 0.6346
C -2.287 1.733 -4.207 -0.010 -0.017 -0.033 -0.8072
H -3.581 0.195 -0.741 -0.014 0.042 0.020 0.3066
C 3.627 3.544 -1.118 0.001 0.000 -0.011 -0.7867
H 1.894 -3.437 1.539 -0.008 -0.017 -0.033 0.4148
H -3.123 -0.537 -2.280 0.014 -0.003 -0.005 0.3340
C 0.258 -4.301 -2.853 -0.025 0.006 0.037 -0.8197
C -1.783 4.763 0.493 0.008 0.014 0.001 -0.8134
C 2.767 -0.826 3.378 -0.015 -0.030 0.002 1.2825
H 2.389 -1.691 2.817 0.001 0.027 0.001 -0.5277
O -1.370 -0.564 4.480 -0.029 0.001 0.019 -0.6967
Cl -1.760 0.139 3.310 0.063 0.004 -0.043 1.8296
H 3.151 3.626 -3.207 -0.007 0.004 0.001 0.4714
C -3.312 3.080 1.272 0.012 -0.030 -0.016 -1.0323
C -1.318 2.436 0.079 -0.056 -0.050 0.006 0.6311
H -1.501 5.803 0.401 -0.003 -0.002 -0.002 0.4577
O -3.169 0.260 3.187 0.090 -0.025 -0.015 -0.6404
C 4.089 -0.391 2.755 0.009 -0.005 -0.001 -1.4903
H 4.543 0.431 3.314 -0.007 0.001 -0.006 0.3154
H -3.015 2.429 -4.599 0.003 -0.003 0.001 0.4439
C -2.432 -3.534 -2.788 0.040 0.024 0.015 -0.8262
C 2.056 1.615 3.823 0.035 0.020 -0.040 -0.7404
C -0.428 -0.056 -3.193 0.040 -0.107 0.033 -0.3180
H -2.761 1.062 0.884 -0.028 -0.055 -0.032 0.1221
H -3.593 5.185 1.562 0.000 -0.004 -0.001 0.4080
H 3.974 -0.072 1.717 -0.002 -0.002 -0.007 0.2561
H -3.593 -3.455 0.400 0.005 -0.004 0.018 0.3986
C 3.247 3.056 0.123 0.010 0.010 0.032 -0.9285
H 0.150 -3.603 1.791 -0.014 -0.013 0.021 0.3664
C -0.897 0.981 -2.390 -0.085 0.030 0.029 0.2521
H 2.949 1.617 4.442 -0.009 0.010 0.011 0.4340
H 4.523 4.143 -1.208 0.000 -0.003 0.001 0.4443
H -0.282 -5.465 -4.566 -0.014 -0.002 -0.002 0.4283
C 2.104 2.272 0.258 0.021 0.047 0.000 0.2457
H -3.401 -2.165 1.598 -0.003 0.012 0.008 0.3778
C -0.628 -4.786 -3.798 -0.054 0.019 -0.019 -0.6893
H 1.297 -4.611 -2.882 0.002 0.005 0.007 0.4739
H 1.240 2.123 4.330 -0.038 -0.008 0.006 0.2589
C 1.304 2.008 -0.864 -0.025 -0.083 -0.074 -0.1574
H 1.889 -0.318 -0.334 -0.063 -0.032 -0.006 0.1401
C -2.494 2.096 0.741 0.028 0.082 -0.010 -0.5157
H 2.007 -1.605 5.263 0.001 0.005 -0.009 0.4076
C -1.550 -3.019 -1.833 -0.081 -0.017 -0.044 0.3760
C 1.868 1.693 1.596 0.058 -0.139 0.058 -0.4925
C 2.861 3.256 -2.233 -0.022 -0.017 0.020 -0.9138
H -2.208 2.687 -2.295 0.005 0.002 0.016 0.4356
C 1.668 0.241 3.286 0.010 -0.065 -0.048 -0.1765
H 0.286 -0.773 -2.809 -0.034 0.020 0.020 -0.0158
H 0.780 -0.138 3.782 0.035 0.017 0.022 0.1035
C 1.977 -1.350 -0.744 0.067 0.060 0.141 -1.0500
C -1.826 0.688 -4.997 0.016 0.013 0.017 -0.7286
C -0.207 -3.416 -1.879 0.035 0.053 0.023 0.2259
C -2.959 4.414 1.144 -0.001 0.014 0.006 -0.8206
O -1.094 1.398 3.189 -0.021 -0.089 0.030 -0.5276
H 3.674 -2.066 4.902 -0.001 0.000 0.000 0.4524
C 1.701 2.502 -2.101 -0.004 0.016 -0.010 -0.6217
H 3.846 3.270 0.996 -0.005 -0.004 -0.003 0.5791
C -3.342 -0.742 -1.233 0.008 0.055 0.018 -1.2972
H 3.317 -0.435 5.446 -0.001 0.005 -0.004 0.3458
H -2.655 -4.794 -4.504 0.003 -0.005 0.002 0.4351
C -0.962 3.782 -0.038 -0.030 0.002 0.006 -0.6135
H -4.209 2.796 1.804 0.000 -0.003 -0.002 0.5064
H -0.052 4.075 -0.544 0.008 -0.006 -0.010 0.4881
H 4.802 -1.215 2.769 -0.003 0.002 0.004 0.4741
C -1.827 1.881 -2.907 0.006 0.001 0.022 -0.6587
```
Positions in Å, forces in eV/Å.

The molar mass comes out at 766.4 g/mol. The gap between HOMO and LUMO is 0.298 Ha. Its total charge is +1. The value obtained for the LUMO energy is -0.133 hartree.

(2)
Density functional theory data (ωB97M-V with the def2-TZVPD basis set) for one molecule with the formula C5H8Br2N2O2.

Geometry as XYZ:
```
19
Properties=species:S:1:pos:R:3:forces:R:3:mulliken_charge:R:1
N -0.673 -1.047 0.363 -0.100 1.673 -3.061 -0.1726
O 1.722 1.488 0.689 -0.455 0.703 0.809 -0.6103
O 0.820 -0.885 1.964 1.188 -0.061 1.194 -0.4655
H -0.331 1.452 -2.216 -0.172 -0.696 0.678 0.3482
N 1.937 -0.362 -0.502 1.632 -2.882 -1.630 -0.4166
H -1.783 0.414 -1.919 0.705 0.243 0.635 0.3632
C -1.010 1.267 0.814 -0.588 0.817 -0.426 -1.3832
C 1.212 0.531 0.176 1.257 1.340 -1.766 0.4118
H 1.487 -1.226 -0.840 0.554 0.796 0.374 0.3354
Br -2.178 -1.888 -0.332 0.377 -0.036 0.313 -0.0022
H -0.410 -2.581 1.669 0.816 0.980 0.110 0.3214
C -0.694 0.517 -1.721 1.171 -0.701 0.012 -1.2907
C -0.267 0.422 -0.211 -2.168 -1.460 1.839 1.1489
H -0.632 2.282 0.969 -0.235 0.143 -0.962 0.3335
Br 3.844 -0.578 -0.421 -1.808 0.421 0.221 -0.0317
H -0.206 -0.360 -2.235 -0.441 0.978 0.257 0.3430
H -2.096 1.224 0.571 0.731 0.197 0.577 0.3070
C -0.006 -1.541 1.405 -1.950 -1.976 0.423 0.0632
H -0.736 0.872 1.778 -0.511 -0.479 0.404 0.3971
```
Positions in Å, forces in eV/Å.

The molar mass comes out at 287.9 g/mol. The gap between HOMO and LUMO is 0.349 Ha. Its SMILES is CC(C)(C(=O)NBr)N(Br)C=O. The value obtained for the LUMO energy is -0.008 hartree.

(3)
Density functional theory data (ωB97M-V with the def2-TZVPD basis set) for a 2-piece molecular cluster, C5H9FO2S2 overall.

Geometry as XYZ:
```
19
Properties=species:S:1:pos:R:3:forces:R:3:mulliken_charge:R:1
H -1.419 -0.678 1.832 -1.761 1.321 0.210 0.3292
H -0.763 -2.192 1.438 0.286 -0.082 0.736 0.3574
H -0.125 -1.267 2.995 -1.000 -0.143 -1.889 0.2906
C 0.514 -0.566 0.993 0.324 -0.370 0.809 0.1023
F -1.077 2.099 2.945 0.386 1.319 0.005 -0.3651
H 0.585 -1.241 -2.637 0.749 0.195 -0.418 0.3521
H 1.562 -0.757 1.285 -0.536 -0.170 0.207 0.3287
H -0.701 2.960 2.812 -0.547 -1.246 0.187 0.3700
H 0.874 3.145 0.602 0.203 -0.169 -1.755 0.1065
O 0.376 0.878 1.000 -0.176 -1.194 -1.218 -0.3388
C 0.074 1.182 -0.325 1.286 4.230 1.145 0.4686
C -0.546 -1.225 1.915 3.095 -0.888 0.170 -1.1441
O 0.427 -1.028 -0.378 -0.399 0.286 1.398 -0.4353
C 0.907 -0.200 -2.489 -0.515 0.782 -0.125 -1.1622
S -1.521 0.823 -1.018 -0.647 -0.336 -0.334 -0.2146
H 0.519 0.391 -3.346 0.298 -0.228 0.696 0.3479
C 0.164 0.077 -1.169 1.109 -2.361 -2.015 0.6110
S 0.910 2.802 -0.773 -0.624 -0.548 2.103 -0.2817
H 2.033 -0.056 -2.402 -1.530 -0.398 0.088 0.2775
```
Positions in Å, forces in eV/Å.

The molar mass comes out at 184.3 g/mol. The gap between HOMO and LUMO is 0.345 Ha. Its SMILES is C[C@H]1O[C@@]2(C)S[C@@]2(S)O1.F. The value obtained for the LUMO energy is 0.014 hartree.

(4)
Density functional theory data (ωB97M-V with the def2-TZVPD basis set) for a 9-piece molecular cluster, C2H22N4O9 overall.

Geometry as XYZ:
```
37
Properties=species:S:1:pos:R:3:forces:R:3:mulliken_charge:R:1
H 2.843 0.894 -4.157 0.142 -0.023 0.521 0.1224
H 0.588 4.986 1.926 0.063 0.270 0.066 0.2959
H -0.056 3.655 1.600 0.157 -0.200 0.427 0.3353
O 1.874 -0.273 2.439 0.708 0.509 0.335 -0.5888
N 0.761 0.444 -3.357 -3.703 -0.125 -1.359 -0.3936
N -4.104 -2.851 -0.163 -5.122 -2.884 -0.600 -0.4461
H 1.608 -2.044 -0.899 0.092 0.285 -0.064 0.4058
O 1.660 -0.075 -1.411 -0.114 -0.998 3.777 -0.6822
H -1.746 3.578 0.917 -0.354 0.244 -0.317 0.3199
H 3.740 0.577 -2.703 -0.076 -0.179 -0.245 0.2466
H 0.090 0.135 -0.249 0.835 -0.323 -0.415 0.3013
C -2.842 -2.593 -0.127 1.486 -2.280 -2.856 0.7551
O 0.228 -2.301 2.115 -0.298 -0.397 0.401 -0.7232
H -0.434 1.285 0.584 -0.098 0.312 0.312 0.2816
H 1.851 -1.214 2.610 -0.149 -0.083 -0.086 0.3040
H -0.316 -2.324 1.328 -0.474 -0.270 -0.351 0.1387
N -2.672 -1.463 0.450 3.018 4.412 2.500 -0.2148
H -0.396 -2.216 2.836 -0.108 -0.007 0.229 0.3189
H 3.509 2.540 0.362 0.118 0.277 0.040 0.2698
C 1.763 0.230 -2.549 0.689 1.547 -2.006 0.7453
H -4.309 -3.586 -0.825 -0.575 0.012 0.375 0.2603
H -1.792 -0.999 0.276 -0.111 0.394 0.631 0.1843
O 0.707 4.042 2.029 0.524 0.231 -0.150 -0.5835
H -3.283 -1.113 1.174 0.242 -0.072 -0.364 0.2160
H 2.286 1.787 -0.119 -0.118 -0.270 -0.200 0.2443
O 1.392 -2.767 -0.310 -0.036 -0.410 -0.232 -0.6774
H -4.812 -2.177 0.092 0.222 -0.330 -0.323 0.1688
H 0.950 0.469 -4.348 -0.974 0.236 0.351 0.1581
N 2.854 0.609 -3.188 4.081 0.066 -0.248 -0.4592
H -0.118 0.588 -2.880 -0.269 -0.378 -0.947 0.2093
O -1.703 2.996 1.676 -0.166 -0.212 -0.172 -0.6698
O -0.551 0.348 0.429 -0.314 0.164 0.118 -0.6737
H -2.592 2.653 1.766 -0.227 -0.203 0.095 0.2740
O -2.035 -3.291 -0.749 0.366 0.660 0.732 -0.6582
H 0.960 -0.033 2.288 -0.152 -0.087 -0.168 0.3162
O 2.899 1.846 0.614 0.166 0.028 0.087 -0.5443
H 1.197 -2.344 0.526 0.532 0.083 0.106 0.4430
```
Positions in Å, forces in eV/Å.

The molar mass comes out at 246.2 g/mol. The gap between HOMO and LUMO is 0.343 Ha. Its SMILES is NC(N)=O.NC(N)=O.O.O.O.O.O.O.O. The value obtained for the LUMO energy is -0.005 hartree.